Formula: C7H13N2O2PSi
Source: the Open Molecules 2025 dataset
Level of theory: wB97M-V/def2-TZVPD

## Properties
Maximum force in eV Å⁻¹: 3.63
Electronic energy in eV: -31707.0345
HOMO level in eV: -8.683
Gap between HOMO and LUMO in eV: 7.1
2S+1: 1
Energy above the lowest of the compared OMol25 structures with the same formula, charge and spin in kcal per mole: 43.4

Geometry (Å):
1 C -2.217 0.132 0.092
2 C 0.628 0.077 0.165
3 C -3.643 0.360 0.122
4 C -5.749 -0.840 -0.068
5 C 3.360 1.591 0.946
6 C 2.763 0.333 -1.963
7 C 3.309 -1.315 0.766
8 N -1.426 1.131 0.066
9 N -0.177 1.210 -0.012
10 O -4.258 1.371 -0.016
11 O -4.312 -0.832 0.152
12 Si 2.586 0.215 -0.013
13 P 0.062 -1.480 0.319
14 H -6.128 -1.883 0.011
15 H -6.005 -0.426 -1.115
16 H -6.244 -0.286 0.670
17 H 2.776 2.482 0.597
18 H 2.885 1.383 1.988
19 H 4.424 1.712 0.916
20 H 1.937 0.847 -2.396
21 H 3.724 0.784 -2.055
22 H 2.873 -0.646 -2.479
23 H 2.842 -1.531 1.817
24 H 3.078 -2.268 0.277
25 H 4.435 -1.193 0.925
26 H -1.526 -0.929 0.290

Löwdin population analysis, charges in e, atoms 1 to 8: C -0.0660; C -0.7147; C -0.5126; C -0.0421; C -0.1945; C -0.1634; C -0.2562; N -0.0118



Formula: C7H13N2OS
Source: the Open Molecules 2025 dataset
Level of theory: wB97M-V/def2-TZVPD

## Properties
Maximum force in eV Å⁻¹: 4.62
Electronic energy in eV: -23322.2255
HOMO level in eV: -13.036
Gap between HOMO and LUMO in eV: 9.0
2S+1: 1
Charge: +1
Energy above the lowest of the compared OMol25 structures with the same formula, charge and spin in kcal per mole: 97.0

Geometry (Å):
1 C -1.171 0.389 -1.153
2 C -0.231 -0.266 -0.438
3 C -0.111 1.596 0.377
4 C 1.751 -2.793 -0.885
5 C 0.551 2.722 1.147
6 C -1.570 2.818 -1.171
7 C -0.111 -3.145 1.220
8 N -1.017 1.640 -0.650
9 N 0.432 0.410 0.488
10 O -0.946 -3.210 -1.209
11 S 0.007 -2.509 -0.412
12 H -1.812 0.279 -2.030
13 H 1.723 -3.717 -1.560
14 H 2.244 -3.050 0.128
15 H 1.263 3.310 0.659
16 H -0.154 3.392 1.440
17 H 1.178 2.371 2.005
18 H -2.600 3.027 -0.928
19 H -1.151 3.748 -0.924
20 H -1.778 2.796 -2.216
21 H 0.038 -2.414 2.023
22 H -1.051 -3.721 1.402
23 H 0.728 -3.681 1.463
24 H 2.124 -1.873 -1.440

Löwdin population analysis, charges in e, atoms 1 to 8: C -0.0155; C -0.1951; C -0.2909; C -0.1473; C 0.0202; C -0.0148; C -0.1706; N -0.0745